Here is 2 unconnected molecules or ions with the total composition C3H5N3O in a non-equilibrium geometry from the OMol25 dataset. Energies are from ωB97M-V/def2-TZVPD.

Values from the calculation:
Highest occupied orbital energy   -9.667 eV
LUMO   0.6 eV
Multiplicity   1
Charge   0
Kohn-Sham gap   10.24 eV
Calculated total energy   -9708.75473 eV

Each line ends with the natural charge from an NBO analysis.
Element x y z (Å)
1 N 2.014 0.057 -0.009  -0.82
2 C 0.653 -0.164 -0.148  0.36
3 C -0.175 1.077 0.024  0.06
4 N -1.419 1.068 -0.209  -0.54
5 C -2.417 -1.261 1.027  0.51
6 O -3.028 -1.680 0.165  -0.52
7 N 0.079 -1.287 -0.321  -0.65
8 H 2.620 -0.689 -0.318  0.39
9 H 2.370 0.979 -0.214  0.38
10 H 0.369 1.963 0.382  0.15
11 H -1.832 1.978 -0.001  0.34
12 H 0.759 -2.046 -0.386  0.33

=====

Here is 2 unconnected molecules or ions with the total composition C4H15N2O in a non-equilibrium geometry from the OMol25 dataset. Energies are from ωB97M-V/def2-TZVPD.

Values from the calculation:
Highest occupied orbital energy (spin up / spin down)   -18.728 / -18.728 eV
LUMO (spin up / spin down)   -7.3 / -13.1 eV
Multiplicity   2
⟨S²⟩   0.7540
Charge   +2
Kohn-Sham gap (spin up / spin down)   11.39 / 5.62 eV
Calculated total energy   -9399.42690 eV

Each line ends with the natural charge from an NBO analysis.
Element x y z (Å)
1 C 0.705 2.028 0.934  -0.33
2 N 1.924 2.386 0.295  -0.23
3 C 0.502 0.515 1.076  -0.25
4 N 0.157 -0.164 -0.213  -0.54
5 C -1.194 0.165 -0.965  -0.18
6 C -2.174 -0.961 -1.000  -0.65
7 H 0.738 2.453 1.953  0.35
8 H -0.182 2.436 0.439  0.30
9 H 2.726 1.748 0.460  0.42
10 H 2.343 3.319 0.442  0.45
11 H 1.396 0.042 1.483  0.25
12 H -0.312 0.282 1.748  0.28
13 H 0.826 0.117 -0.930  0.42
14 H 0.286 -1.186 -0.132  0.49
15 H -0.862 0.388 -1.980  0.23
16 H -1.488 1.088 -0.480  0.20
17 H -1.580 -1.860 -1.154  0.24
18 H -2.667 -1.073 -0.037  0.24
19 H -2.848 -0.900 -1.847  0.28
20 H 0.574 -3.467 0.600  0.50
21 H -0.073 -3.959 -0.736  0.52
22 O -0.068 -3.243 -0.082  -0.99

=====

Here is a molecular structure, C37H34N5O4STi in a non-equilibrium geometry from the OMol25 dataset. Energies are from ωB97M-V/def2-TZVPD.

Values from the calculation:
Highest occupied orbital energy (spin up / spin down)   -12.043 / -13.685 eV
LUMO (spin up / spin down)   -5.6 / -5.8 eV
Multiplicity   2
⟨S²⟩   0.7556
Charge   +2
Kohn-Sham gap (spin up / spin down)   6.41 / 7.85 eV
Calculated total energy   -88504.21039 eV

Each line ends with the Mulliken spin population.
Element x y z (Å)
1 Ti -0.072 -0.025 -0.724  0.84
2 C -0.300 -1.716 3.253  0.00
3 C -0.451 -0.847 2.182  0.05
4 N -0.060 -1.145 0.944  -0.02
5 C 0.484 -2.378 0.731  0.07
6 C 0.647 -3.328 1.757  -0.01
7 C 0.253 -2.964 3.049  0.02
8 C 1.167 -4.621 1.423  0.00
9 C 1.439 -4.959 0.144  0.00
10 C 1.256 -4.021 -0.924  -0.01
11 C 1.447 -4.329 -2.276  0.04
12 C 1.212 -3.355 -3.225  -0.02
13 C 0.861 -2.074 -2.818  0.04
14 N 0.724 -1.730 -1.541  -0.04
15 C 0.840 -2.714 -0.608  -0.01
16 H -0.635 -1.418 4.236  0.00
17 H -0.900 0.129 2.329  0.00
18 H 0.358 -3.656 3.874  0.00
19 H 1.304 -5.338 2.222  0.00
20 H 1.795 -5.950 -0.104  0.00
21 H 1.752 -5.324 -2.573  0.00
22 H 1.305 -3.579 -4.278  0.00
23 H 0.685 -1.289 -3.544  0.01
24 O -1.466 3.144 1.077  0.00
25 C -0.755 2.302 0.595  0.01
26 O -1.103 1.449 -0.337  0.00
27 C 0.695 2.138 0.981  0.01
28 C 1.344 3.096 1.768  0.00
29 C 2.691 2.976 1.962  0.00
30 C 3.374 1.870 1.413  0.00
31 C 4.761 1.675 1.597  0.00
32 C 5.379 0.555 1.115  0.00
33 C 4.635 -0.416 0.421  0.01
34 C 3.294 -0.242 0.198  0.02
35 C 2.630 0.907 0.678  0.02
36 N 1.293 1.083 0.437  -0.06
37 H 0.755 3.906 2.175  0.00
38 H 3.248 3.715 2.525  0.00
39 H 5.326 2.422 2.139  0.00
40 H 6.436 0.399 1.283  0.00
41 H 5.121 -1.316 0.068  0.00
42 H 2.719 -0.988 -0.329  -0.02
43 C -5.538 1.410 -2.958  0.00
44 N -4.656 0.766 -2.009  0.00
45 N -3.488 0.170 -2.412  0.00
46 C -2.817 -0.273 -1.311  0.00
47 O -1.654 -0.832 -1.389  -0.01
48 C -3.634 0.005 -0.207  0.00
49 C -4.745 0.676 -0.674  0.00
50 C -5.853 1.287 0.102  0.00
51 C -3.047 0.186 -3.768  0.00
52 C -3.634 -0.673 -4.686  0.00
53 C -3.252 -0.606 -6.017  0.00
54 C -2.286 0.305 -6.416  0.00
55 C -1.685 1.141 -5.485  0.00
56 C -2.066 1.089 -4.153  0.00
57 H -4.962 2.060 -3.616  0.00
58 H -6.255 2.011 -2.408  0.00
59 H -6.077 0.680 -3.562  0.00
60 H -3.404 -0.244 0.813  0.00
61 H -5.826 0.923 1.125  0.00
62 H -6.829 1.065 -0.327  0.00
63 H -5.726 2.371 0.135  0.00
64 H -4.378 -1.388 -4.356  0.00
65 H -3.711 -1.265 -6.741  0.00
66 H -2.010 0.377 -7.460  0.00
67 H -0.936 1.851 -5.809  0.00
68 H -1.650 1.754 -3.407  0.00
69 O 0.803 0.897 -2.208  0.06
70 S 1.529 1.506 -3.402  0.00
71 C 1.747 3.263 -2.956  0.00
72 C 3.205 3.576 -3.258  0.00
73 C 4.003 2.403 -2.689  0.00
74 C 3.305 1.129 -3.159  0.00
75 H 1.526 3.316 -1.888  0.00
76 H 1.041 3.877 -3.511  0.00
77 H 3.500 4.525 -2.812  0.00
78 H 3.357 3.655 -4.337  0.00
79 H 3.998 2.452 -1.597  0.00
80 H 5.038 2.423 -3.026  0.00
81 H 3.356 0.315 -2.438  0.00
82 H 3.685 0.785 -4.121  0.00

=====

Here is 11 unconnected molecules or ions with the total composition C27H56O21S6 in a non-equilibrium geometry from the OMol25 dataset. Energies are from ωB97M-V/def2-TZVPD.

Values from the calculation:
Highest occupied orbital energy   -8.275 eV
LUMO   -0.4 eV
Multiplicity   1
Charge   0
Kohn-Sham gap   7.90 eV
Calculated total energy   -136907.71763 eV

Each line ends with the Löwdin charge.
Element x y z (Å)
1 C 6.032 4.073 0.102  -0.08
2 C 6.108 4.193 -1.397  -0.13
3 O 5.050 3.416 -1.850  0.08
4 C 4.496 2.755 -0.824  -0.55
5 O 3.519 2.015 -0.996  0.10
6 O 5.146 2.975 0.279  0.09
7 H 5.698 5.006 0.555  0.14
8 H 7.023 3.807 0.470  0.14
9 H 7.031 3.779 -1.802  0.14
10 H 6.030 5.236 -1.705  0.14
11 C -2.959 -2.469 3.535  -0.16
12 C -4.398 -3.049 3.492  -0.10
13 O -4.961 -2.735 4.745  0.10
14 C -4.009 -2.249 5.509  -0.55
15 O -4.112 -1.954 6.748  0.08
16 O -2.888 -2.155 4.854  0.06
17 H -2.783 -1.643 2.845  0.09
18 H -2.319 -3.332 3.351  0.13
19 H -4.446 -4.107 3.237  0.13
20 H -4.980 -2.409 2.828  0.12
21 C 0.606 2.886 -4.098  -0.14
22 C 2.126 2.772 -4.206  -0.17
23 O 2.530 3.966 -3.745  0.06
24 C 1.502 4.558 -3.027  -0.53
25 O 1.577 5.643 -2.489  0.14
26 O 0.421 3.837 -3.130  0.07
27 H 0.140 1.931 -3.853  0.12
28 H 0.186 3.236 -5.041  0.14
29 H 2.510 2.754 -5.226  0.14
30 H 2.481 1.937 -3.601  0.13
31 C -4.421 -1.216 -4.554  -0.06
32 C -4.448 -0.439 -3.232  -0.17
33 O -4.035 0.794 -3.592  0.06
34 C -3.878 0.922 -4.912  -0.54
35 O -3.230 1.835 -5.483  0.10
36 O -4.356 -0.124 -5.504  0.11
37 H -5.312 -1.838 -4.639  0.13
38 H -3.680 -2.014 -4.505  0.12
39 H -3.739 -0.926 -2.563  0.09
40 H -5.389 -0.395 -2.683  0.14
41 C 4.666 0.406 3.061  -0.17
42 C 5.019 -0.084 1.753  -0.19
43 O 6.397 0.203 1.575  0.07
44 C 6.665 1.243 2.471  -0.44
45 O 7.776 1.802 2.718  0.08
46 O 5.485 1.566 3.097  0.04
47 H 4.991 -0.320 3.806  0.13
48 H 3.646 0.731 3.269  0.14
49 H 4.365 0.411 1.035  0.12
50 H 4.801 -1.152 1.772  0.10
51 C -0.995 0.636 -1.411  -0.20
52 S -0.624 0.145 0.366  0.87
53 O -1.653 -0.941 0.681  -0.60
54 C 0.985 -0.700 0.185  -0.24
55 H -1.744 1.427 -1.419  0.04
56 H -1.458 -0.137 -2.025  0.04
57 H -0.090 1.021 -1.879  0.03
58 H 1.126 -1.256 1.112  0.01
59 H 1.807 0.000 0.039  0.04
60 H 1.019 -1.344 -0.694  0.05
61 C -4.711 1.002 2.169  -0.26
62 S -3.781 2.158 3.205  0.85
63 O -4.550 2.598 4.487  -0.56
64 C -2.526 1.025 3.827  -0.27
65 H -5.693 1.411 1.932  0.05
66 H -5.010 0.197 2.840  0.04
67 H -4.160 0.761 1.260  0.05
68 H -2.128 0.373 3.050  0.01
69 H -2.943 0.533 4.706  0.06
70 H -1.656 1.561 4.204  0.05
71 C -2.995 4.220 -3.544  -0.26
72 S -2.776 5.262 -5.032  0.84
73 O -4.126 5.262 -5.772  -0.58
74 C -2.557 6.958 -4.214  -0.24
75 H -3.785 3.470 -3.566  0.04
76 H -3.318 4.908 -2.762  0.04
77 H -2.045 3.800 -3.214  0.03
78 H -1.703 6.974 -3.537  0.04
79 H -3.493 7.208 -3.715  0.05
80 H -2.297 7.764 -4.901  0.04
81 C 4.241 -3.608 0.042  -0.24
82 S 2.437 -4.033 -0.022  0.79
83 O 1.968 -3.968 -1.457  -0.56
84 C 2.782 -5.833 0.496  -0.22
85 H 4.803 -4.332 -0.548  0.05
86 H 4.547 -3.653 1.088  0.04
87 H 4.272 -2.582 -0.322  0.04
88 H 3.234 -5.912 1.485  0.05
89 H 3.392 -6.209 -0.325  0.04
90 H 1.831 -6.364 0.444  0.03
91 C 1.856 -4.002 4.088  -0.26
92 S 2.349 -2.258 4.187  0.88
93 O 2.864 -2.009 2.773  -0.59
94 C 0.619 -1.576 4.062  -0.21
95 H 1.234 -4.204 4.960  0.05
96 H 2.694 -4.668 4.292  0.05
97 H 1.316 -4.244 3.172  0.05
98 H 0.701 -0.578 3.631  0.05
99 H 0.104 -1.598 5.023  0.06
100 H 0.233 -2.317 3.362  0.03
101 C -3.478 -3.159 0.008  -0.25
102 S -2.638 -3.862 -1.475  0.83
103 O -2.072 -2.756 -2.305  -0.55
104 C -1.267 -4.725 -0.671  -0.26
105 H -2.790 -3.129 0.853  0.01
106 H -4.127 -4.012 0.211  0.04
107 H -4.035 -2.245 -0.196  0.06
108 H -0.694 -3.902 -0.246  0.03
109 H -0.705 -5.143 -1.507  0.05
110 H -1.471 -5.494 0.074  0.06